Record 1
{"formula": "C4H12NO2", "method": "ωB97M-V/def2-TZVPD", "orbital_gap_ev": 12.79, "smiles": "C[NH+](C)C(C)(O)O", "total_charge": 1, "max_force_ev_per_a": 5.3, "symbols": ["C", "C", "C", "C", "N", "O", "O", "H", "H", "H", "H", "H", "H", "H", "H", "H", "H", "H", "H"], "coordinates": [[1.734, -1.108, -0.449], [-1.293, 1.415, -0.060], [-1.254, -0.843, 0.523], [0.973, 0.298, 0.109], [-0.628, 0.180, -0.269], [1.283, 1.440, -0.457], [1.007, 0.339, 1.429], [1.227, -1.993, -0.033], [1.732, -1.046, -1.508], [2.823, -0.970, -0.114], [-1.578, 1.618, 1.027], [-0.740, 2.192, -0.517], [-2.208, 1.367, -0.787], [-0.760, -0.672, 1.528], [-2.309, -0.772, 0.607], [-1.008, -1.899, 0.140], [-0.435, 0.002, -1.206], [2.216, 1.549, -0.190], [0.740, 1.245, 1.607]], "mulliken_charge": [-1.048, -0.960, -0.775, 0.408, -0.098, -0.491, -0.482, 0.370, 0.402, 0.339, 0.369, 0.438, 0.358, 0.372, 0.403, 0.240, 0.335, 0.419, 0.400]}

***

Record 2
{"formula": "C31H64F6N9O13S2V", "method": "ωB97M-V/def2-TZVPD", "orbital_gap_ev": [6.46, 1.83], "spin_multiplicity": 5, "total_charge": 2, "max_force_ev_per_a": 9.8, "symbols": ["V", "C", "F", "F", "F", "S", "O", "O", "N", "S", "O", "O", "C", "F", "F", "F", "C", "O", "N", "C", "C", "H", "H", "H", "H", "H", "H", "H", "C", "O", "N", "C", "C", "H", "H", "H", "H", "H", "H", "H", "C", "O", "N", "C", "C", "H", "H", "H", "H", "H", "H", "H", "C", "O", "N", "C", "C", "H", "H", "H", "H", "H", "H", "H", "C", "O", "N", "C", "C", "H", "H", "H", "H", "H", "H", "H", "C", "O", "N", "C", "C", "H", "H", "H", "H", "H", "H", "H", "C", "O", "N", "C", "C", "H", "H", "H", "H", "H", "H", "H", "C", "C", "O", "C", "H", "H", "H", "H", "H", "H", "C", "C", "O", "C", "H", "H", "H", "H", "H", "H", "C", "C", "N", "H", "H", "H"], "coordinates": [[0.067, -1.795, -1.277], [2.683, 0.651, 1.427], [3.382, 0.867, 2.516], [1.782, 1.626, 1.183], [3.555, 0.589, 0.401], [1.769, -1.066, 1.571], [2.651, -1.988, 0.888], [1.652, -1.414, 2.961], [0.299, -0.739, 0.594], [-0.608, -0.344, 1.775], [-1.138, -1.491, 2.545], [-0.187, 0.754, 2.699], [-2.260, 0.373, 0.936], [-1.915, 1.331, 0.113], [-2.880, -0.639, 0.251], [-2.949, 0.834, 1.974], [-4.369, -3.038, 3.407], [-4.449, -4.086, 2.769], [-5.005, -1.834, 3.151], [-4.952, -0.691, 4.077], [-5.925, -1.600, 2.061], [-3.685, -2.945, 4.264], [-4.542, 0.190, 3.583], [-4.249, -0.997, 4.852], [-5.923, -0.553, 4.553], [-5.542, -0.724, 1.537], [-5.734, -2.299, 1.247], [-6.925, -1.508, 2.484], [2.121, 1.964, -4.068], [2.654, 1.975, -5.131], [2.587, 2.598, -2.935], [1.848, 2.484, -1.654], [3.616, 3.647, -3.049], [1.271, 1.296, -3.855], [1.521, 1.481, -1.378], [0.937, 3.081, -1.659], [2.489, 2.627, -0.784], [3.923, 3.828, -4.079], [3.421, 4.632, -2.626], [4.491, 3.358, -2.466], [1.395, -4.584, 0.047], [0.600, -3.654, -0.224], [1.015, -5.858, -0.230], [1.795, -7.025, 0.324], [-0.042, -6.307, -1.123], [2.348, -4.506, 0.592], [2.659, -6.811, 0.952], [2.194, -7.662, -0.465], [1.060, -7.540, 0.943], [-0.688, -5.560, -1.584], [0.290, -7.055, -1.843], [-0.798, -6.817, -0.526], [-5.654, 4.377, -2.106], [-6.116, 3.794, -3.071], [-4.816, 3.926, -1.141], [-4.481, 4.803, 0.050], [-4.111, 2.633, -1.148], [-5.915, 5.419, -1.865], [-4.581, 4.326, 1.025], [-4.897, 5.807, 0.139], [-3.415, 5.032, 0.042], [-4.201, 2.219, -2.152], [-3.044, 2.836, -1.063], [-4.425, 1.926, -0.380], [4.438, -3.615, -1.225], [4.191, -4.807, -1.453], [5.622, -3.204, -0.797], [5.908, -1.760, -0.607], [6.814, -4.004, -0.499], [3.682, -2.822, -1.332], [6.756, -1.627, 0.064], [5.126, -1.171, -0.127], [6.059, -1.290, -1.578], [6.582, -5.069, -0.506], [7.625, -3.905, -1.220], [7.333, -3.609, 0.374], [-1.830, 0.368, -2.992], [-1.217, -0.494, -2.332], [-3.033, 0.176, -3.498], [-3.571, 1.088, -4.492], [-3.798, -0.971, -3.218], [-1.468, 1.358, -3.309], [-3.474, 0.567, -5.445], [-3.116, 2.048, -4.737], [-4.633, 1.260, -4.319], [-4.776, -0.561, -2.966], [-3.799, -1.628, -4.088], [-3.454, -1.631, -2.422], [-2.793, -3.752, -0.869], [-1.948, -2.822, -0.942], [-3.257, -4.399, -1.987], [-2.679, -4.220, -3.284], [-4.286, -5.468, -1.793], [-3.156, -4.224, 0.057], [-1.918, -3.440, -3.261], [-3.493, -3.913, -3.940], [-2.354, -5.024, -3.944], [-5.255, -5.149, -2.177], [-4.087, -6.375, -2.364], [-4.365, -5.748, -0.743], [5.334, 3.634, 1.252], [6.117, 4.858, 0.714], [6.403, 5.060, -0.445], [6.802, 5.742, 1.829], [5.838, 2.857, 1.826], [4.765, 3.144, 0.462], [4.613, 4.132, 1.900], [7.464, 5.089, 2.399], [5.995, 6.124, 2.453], [7.292, 6.552, 1.289], [-0.398, 4.549, 1.338], [0.574, 4.492, 2.519], [0.339, 3.671, 3.352], [1.661, 5.542, 2.650], [0.161, 4.673, 0.410], [-1.111, 5.370, 1.412], [-1.031, 3.663, 1.320], [2.644, 5.117, 2.851], [1.492, 6.283, 3.432], [1.707, 5.996, 1.661], [1.215, 1.609, 5.217], [2.156, 1.353, 6.292], [2.897, 1.186, 7.111], [0.386, 2.281, 5.439], [0.858, 0.657, 4.824], [1.801, 2.052, 4.412]], "mulliken_spin": [3.009, -0.002, 0.000, 0.000, 0.001, 0.030, -0.004, 0.002, -0.093, 0.061, -0.004, -0.001, -0.001, 0.011, 0.018, -0.001, 0.000, 0.000, 0.000, 0.000, 0.000, 0.000, 0.000, 0.000, 0.000, 0.000, 0.000, 0.000, 0.001, 0.000, -0.001, -0.001, 0.000, 0.000, 0.012, 0.001, 0.000, 0.000, 0.000, 0.000, -0.015, 0.031, 0.004, -0.002, -0.002, 0.009, 0.001, 0.000, 0.000, 0.003, 0.000, 0.000, 0.000, 0.000, 0.000, 0.000, 0.000, 0.000, 0.000, 0.000, 0.000, 0.000, 0.000, 0.000, -0.086, 0.427, 0.560, 0.024, 0.009, -0.043, 0.004, 0.002, 0.034, 0.012, 0.047, 0.024, -0.008, -0.033, 0.011, -0.002, -0.001, 0.005, 0.001, 0.000, 0.000, 0.000, 0.000, 0.005, -0.005, -0.058, 0.001, 0.001, 0.000, 0.002, 0.003, 0.000, 0.000, 0.000, 0.000, 0.000, -0.001, 0.000, 0.000, 0.000, 0.000, 0.000, 0.000, 0.000, 0.000, 0.000, 0.000, 0.000, 0.000, 0.000, 0.000, 0.000, 0.000, 0.000, 0.000, 0.000, 0.000, 0.000, 0.000, 0.000, 0.000, 0.000]}

***

Record 3
{"formula": "C24H71NO19", "method": "ωB97M-V/def2-TZVPD", "orbital_gap_ev": 9.39, "max_force_ev_per_a": 3.0, "symbols": ["O", "C", "O", "C", "C", "C", "C", "C", "N", "C", "C", "O", "H", "H", "H", "H", "H", "H", "H", "C", "O", "H", "H", "H", "H", "C", "O", "H", "H", "H", "H", "C", "O", "H", "H", "H", "H", "C", "O", "H", "H", "H", "H", "C", "O", "H", "H", "H", "H", "C", "O", "H", "H", "H", "H", "C", "O", "H", "H", "H", "H", "C", "O", "H", "H", "H", "H", "C", "O", "H", "H", "H", "H", "C", "O", "H", "H", "H", "H", "C", "O", "H", "H", "H", "H", "C", "O", "H", "H", "H", "H", "C", "O", "H", "H", "H", "H", "C", "O", "H", "H", "H", "H", "C", "O", "H", "H", "H", "H", "C", "O", "H", "H", "H", "H"], "coordinates": [[0.111, -0.915, -0.005], [-0.373, -0.563, -1.025], [-0.224, -1.174, -2.281], [0.080, -0.017, -3.130], [-0.480, 1.270, -2.377], [0.614, 2.093, -1.636], [0.391, 2.804, -0.378], [1.532, 3.497, 0.196], [2.796, 3.563, -0.295], [2.961, 2.924, -1.481], [1.968, 2.172, -2.225], [-1.170, 0.556, -1.293], [1.187, -0.108, -3.237], [-0.426, -0.260, -4.095], [-1.269, 1.795, -2.961], [-0.612, 2.810, 0.099], [1.348, 4.028, 1.164], [3.988, 2.963, -1.927], [2.206, 1.687, -3.192], [3.726, -1.180, -0.713], [2.793, -2.248, -0.851], [4.671, -1.483, -1.162], [3.351, -0.290, -1.225], [3.884, -0.958, 0.346], [1.966, -1.957, -0.447], [2.284, -5.170, 0.813], [3.227, -4.390, 1.528], [2.043, -6.057, 1.396], [1.374, -4.585, 0.650], [2.711, -5.473, -0.147], [3.421, -3.612, 0.986], [2.632, 2.353, -6.612], [1.884, 3.224, -5.770], [1.949, 1.634, -7.063], [3.122, 2.927, -7.401], [3.382, 1.818, -6.023], [2.507, 3.849, -5.383], [1.544, -2.917, 3.614], [1.090, -1.569, 3.549], [2.399, -2.965, 4.287], [0.745, -3.557, 4.000], [1.848, -3.259, 2.621], [0.334, -1.553, 2.951], [0.795, -2.500, -5.835], [-0.430, -2.925, -5.245], [0.825, -2.839, -6.867], [0.855, -1.408, -5.811], [1.636, -2.933, -5.287], [-0.430, -2.612, -4.333], [-0.042, 6.741, 0.601], [-0.971, 5.673, 0.467], [0.903, 6.439, 0.152], [-0.417, 7.629, 0.085], [0.118, 6.966, 1.659], [-1.797, 5.961, 0.869], [-2.754, -3.452, 1.382], [-1.808, -2.667, 2.094], [-2.995, -4.332, 1.977], [-3.665, -2.873, 1.210], [-2.330, -3.769, 0.425], [-1.610, -1.895, 1.550], [-1.722, 3.131, 3.235], [-1.856, 2.921, 1.831], [-0.667, 3.085, 3.498], [-2.117, 4.114, 3.502], [-2.262, 2.352, 3.776], [-2.796, 2.966, 1.624], [3.803, -6.523, -2.969], [4.049, -5.151, -2.700], [4.443, -6.843, -3.790], [4.031, -7.119, -2.081], [2.756, -6.660, -3.253], [3.469, -4.897, -1.971], [-0.771, 1.563, 6.339], [-0.880, 2.976, 6.485], [-0.539, 1.334, 5.300], [0.029, 1.189, 6.979], [-1.718, 1.093, 6.611], [-1.086, 3.150, 7.410], [1.433, 0.849, 10.119], [1.144, 1.641, 8.973], [1.018, -0.146, 9.967], [2.515, 0.771, 10.255], [0.980, 1.297, 11.007], [1.520, 2.515, 9.128], [-3.377, 1.763, 9.013], [-3.763, 1.671, 7.648], [-2.628, 0.997, 9.217], [-2.950, 2.748, 9.211], [-4.245, 1.599, 9.655], [-4.422, 2.356, 7.492], [-1.379, -4.452, -8.382], [-1.388, -3.085, -7.987], [-1.154, -4.508, -9.446], [-0.613, -4.994, -7.822], [-2.358, -4.898, -8.197], [-1.589, -3.064, -7.041], [-1.088, 5.452, -7.006], [-0.732, 5.962, -5.728], [-1.553, 6.249, -7.585], [-0.193, 5.104, -7.527], [-1.798, 4.629, -6.891], [-0.324, 5.240, -5.237], [-2.443, -7.932, -10.060], [-2.109, -7.420, -8.776], [-2.902, -7.136, -10.643], [-1.539, -8.277, -10.570], [-3.150, -8.759, -9.960], [-1.705, -8.139, -8.278], [-3.880, 5.511, 10.696], [-4.580, 4.568, 9.893], [-3.148, 4.979, 11.300], [-3.365, 6.234, 10.058], [-4.580, 6.032, 11.354], [-5.221, 5.059, 9.368]], "mulliken_charge": [-0.346, 0.417, -0.267, -0.629, 0.239, 0.556, 0.136, -0.793, -0.638, -0.595, -0.326, -0.447, 0.190, 0.267, 0.531, 0.470, 0.502, 0.346, 0.322, -0.360, -0.156, 0.323, -0.069, 0.315, 0.071, -0.041, -0.603, 0.302, 0.106, -0.151, 0.301, -0.628, -0.459, 0.214, 0.293, 0.284, 0.278, -0.219, -0.473, 0.261, 0.276, -0.047, 0.244, -0.327, -0.540, 0.263, 0.081, 0.282, 0.302, -0.657, -0.384, 0.251, 0.301, 0.274, 0.246, -0.621, -0.427, 0.256, 0.270, 0.238, 0.230, -0.663, -0.416, 0.240, 0.317, 0.290, 0.204, -0.572, -0.451, 0.256, 0.262, 0.245, 0.256, -0.332, -0.485, 0.152, 0.208, 0.179, 0.251, -0.587, -0.415, 0.225, 0.282, 0.252, 0.254, -0.447, -0.482, 0.276, 0.085, 0.296, 0.270, -0.545, -0.525, 0.253, 0.263, 0.256, 0.274, -0.470, -0.496, 0.242, 0.202, 0.225, 0.297, -0.541, -0.445, 0.213, 0.265, 0.264, 0.265, -0.548, -0.461, 0.215, 0.271, 0.271, 0.271]}